Entry 1:
This record from OMol25 describes one molecule with the formula C23H27N3O5. The level of theory is ωB97M-V/def2-TZVPD.

M: 425.49 g mol⁻¹
SMILES: COc1ccc(N2C[C@H](C(=O)N[C@@H](C)C(=O)N[C@H](CO)c3ccccc3)CC2=O)cc1
2S+1: 1

Geometry as XYZ:
```
58
C23H27N3O5 (ωB97M-V/def2-TZVPD)
C 2.2226 2.2115 -3.9847
O 1.6524 3.1075 -3.0559
C 0.4406 2.7901 -2.5267
C -0.3689 1.7440 -2.9567
C -1.5619 1.4731 -2.3151
C -1.9740 2.2352 -1.2286
N -3.1154 1.8829 -0.4839
C -3.2292 2.2516 0.9142
C -4.1276 1.1580 1.5182
C -3.2236 0.0468 2.0496
O -3.0102 -0.0960 3.2361
N -2.6551 -0.7308 1.1029
C -1.5345 -1.5953 1.3924
C -1.8498 -3.0460 1.0191
C -0.3505 -1.1026 0.5519
O -0.5374 -0.4896 -0.4855
N 0.8614 -1.4212 1.0244
C 2.1180 -0.9852 0.4173
C 2.2425 -1.4606 -1.0541
O 1.7508 -0.5322 -1.9697
C 3.2657 -1.5027 1.2398
C 3.3485 -2.8555 1.5529
C 4.4110 -3.3396 2.2945
C 5.4048 -2.4785 2.7284
C 5.3328 -1.1323 2.4144
C 4.2685 -0.6469 1.6748
C -4.9957 0.7628 0.3282
C -4.1293 1.0698 -0.8908
O -4.3253 0.6528 -2.0095
C -1.1932 3.3202 -0.8351
C -0.0039 3.5929 -1.4764
H 1.6545 2.1897 -4.9202
H 2.2879 1.2022 -3.5676
H 3.2228 2.5937 -4.1839
H -0.0714 1.1171 -3.7809
H -2.1693 0.6524 -2.6559
H -2.2436 2.2803 1.3857
H -3.6984 3.2379 1.0167
H -4.7034 1.5350 2.3647
H -2.7406 -0.4902 0.1240
H -1.3250 -1.5097 2.4641
H -2.0765 -3.1136 -0.0427
H -1.0030 -3.6908 1.2404
H -2.7117 -3.3906 1.5843
H 0.9362 -1.8948 1.9117
H 2.1336 0.1134 0.3960
H 3.3010 -1.5955 -1.2942
H 1.7357 -2.4320 -1.1568
H 0.8290 -0.3277 -1.7140
H 2.5825 -3.5344 1.2062
H 4.4647 -4.3917 2.5318
H 6.2336 -2.8568 3.3075
H 6.1061 -0.4569 2.7480
H 4.2154 0.4038 1.4307
H -5.3010 -0.2826 0.3292
H -5.8972 1.3769 0.2772
H -1.5068 3.9573 -0.0225
H 0.6106 4.4234 -1.1658
```

=====

Entry 2:
This record from OMol25 describes C56H59AlClFNO3P2S as an isolated structure. The level of theory is ωB97M-V/def2-TZVPD.

net charge: -1
M: 969.54 g mol⁻¹
2S+1: 1

Geometry as XYZ:
```
125
C56H59AlClFNO3P2S (ωB97M-V/def2-TZVPD)
O 6.4631 1.4543 1.0405
C 5.5595 1.6801 0.2779
F 5.7521 1.7028 -1.0246
N 4.2322 1.9278 0.5675
C 3.3978 0.6685 0.2622
O 3.8118 -0.3523 0.7371
Al 1.7057 0.7695 -0.9007
P 1.0474 -1.5023 -1.1100
S 2.2048 -2.3006 -2.5162
P 2.4140 1.6043 -3.0154
O 2.7111 3.1983 -2.6154
Cl 0.5627 1.5795 -4.0450
H 4.1666 2.0980 1.5632
H 0.5909 1.6961 -0.2224
H 1.2417 -2.1080 0.1563
H -0.3298 -1.6578 -1.3882
H 1.9759 3.6063 -2.1505
C -4.9140 -2.6443 -2.3822
C -3.7792 -2.0467 -2.9123
C -3.2866 -0.8756 -2.3535
C -3.9207 -0.3083 -1.2572
C -5.0547 -0.9071 -0.7252
C -5.5541 -2.0727 -1.2901
H -5.3001 -3.5561 -2.8200
H -3.2792 -2.4906 -3.7632
H -2.4059 -0.4044 -2.7728
H -3.5315 0.6023 -0.8199
H -5.5496 -0.4647 0.1298
H -6.4405 -2.5377 -0.8774
C -6.6493 1.4350 -6.5146
C -5.9793 2.6466 -6.6179
C -4.9867 2.9716 -5.7031
C -4.6597 2.0825 -4.6881
C -5.3267 0.8699 -4.5864
C -6.3227 0.5482 -5.4978
H -7.4256 1.1809 -7.2261
H -6.2301 3.3378 -7.4126
H -4.4665 3.9175 -5.7817
H -3.8822 2.3335 -3.9775
H -5.0728 0.1780 -3.7995
H -6.8459 -0.3963 -5.4155
C 1.3113 0.9165 5.0902
C 1.6253 0.3259 3.8735
C 0.6240 0.0704 2.9475
C -0.6901 0.4115 3.2324
C -1.0040 1.0037 4.4478
C -0.0041 1.2537 5.3783
H 2.0922 1.1140 5.8137
H 2.6511 0.0638 3.6447
H 0.8717 -0.3930 2.0011
H -1.4682 0.2172 2.5055
H -2.0291 1.2721 4.6700
H -0.2499 1.7126 6.3277
C 6.0885 4.5966 3.5099
C 7.1575 3.7202 3.3786
C 8.2341 3.8086 4.2507
C 8.2383 4.7657 5.2568
C 7.1665 5.6383 5.3889
C 6.0931 5.5563 4.5131
H 5.2494 4.5312 2.8282
H 7.1496 2.9707 2.5989
H 9.0694 3.1284 4.1466
H 9.0764 4.8304 5.9394
H 7.1679 6.3836 6.1746
H 5.2594 6.2402 4.6131
C 8.2435 -4.3911 1.7517
C 6.9059 -4.7617 1.7741
C 5.9308 -3.8708 1.3481
C 6.2913 -2.6092 0.8949
C 7.6294 -2.2392 0.8686
C 8.6058 -3.1295 1.2985
H 9.0033 -5.0847 2.0905
H 6.6232 -5.7449 2.1289
H 4.8870 -4.1562 1.3722
H 5.5315 -1.9147 0.5656
H 7.9076 -1.2541 0.5169
H 9.6488 -2.8380 1.2843
C 2.5237 7.1089 7.4114
C 3.5950 6.2362 7.2810
C 4.6720 6.3242 8.1519
C 4.6740 7.2802 9.1583
C 3.6014 8.1514 9.2904
C 2.5277 8.0679 8.4151
H 1.6854 7.0414 6.7304
H 3.5916 5.4869 6.5001
H 5.5094 5.6468 8.0456
H 5.5123 7.3462 9.8399
H 3.6026 8.8962 10.0759
H 1.6932 8.7499 8.5152
C -10.9116 -2.4171 -6.9566
C -10.0764 -2.6548 -5.8729
C -9.5901 -1.5927 -5.1237
C -9.9454 -0.2918 -5.4531
C -10.7826 -0.0540 -6.5338
C -11.2635 -1.1163 -7.2876
H -11.2868 -3.2458 -7.5436
H -9.8030 -3.6698 -5.6125
H -8.9332 -1.7776 -4.2831
H -9.5664 0.5361 -4.8681
H -11.0592 0.9606 -6.7899
H -11.9122 -0.9302 -8.1338
C 7.6745 -3.8196 6.7872
C 7.9523 -3.4625 5.4744
C 6.9601 -2.9063 4.6797
C 5.6908 -2.6998 5.2010
C 5.4125 -3.0540 6.5143
C 6.4034 -3.6169 7.3071
H 8.4488 -4.2563 7.4057
H 8.9436 -3.6187 5.0678
H 7.1743 -2.6336 3.6553
H 4.9187 -2.2629 4.5805
H 4.4219 -2.8915 6.9200
H 6.1852 -3.8972 8.3300
C -8.5304 -4.7892 -8.4653
C -9.0942 -5.9982 -8.0825
C -9.0492 -7.0889 -8.9397
C -8.4327 -6.9724 -10.1775
C -7.8659 -5.7642 -10.5593
C -7.9176 -4.6718 -9.7050
H -8.5678 -3.9390 -7.7983
H -9.5697 -6.0910 -7.1139
H -9.4932 -8.0303 -8.6425
H -8.3931 -7.8239 -10.8444
H -7.3832 -5.6742 -11.5238
H -7.4795 -3.7286 -10.0040
```

=====

Entry 3:
This record from OMol25 describes C45H52Br5F4N6O3P2Rb as an isolated structure. The level of theory is ωB97M-V/def2-TZVPD.

net charge: -2
M: 1347.88 g mol⁻¹
2S+1: 1

Geometry as XYZ:
```
118
C45H52Br5F4N6O3P2Rb (ωB97M-V/def2-TZVPD)
Rb 0.4922 0.6414 0.1962
F -3.8774 7.3491 -1.2914
C -3.1446 6.5211 -0.5317
C -3.2623 6.5488 0.8407
F -4.0994 7.4266 1.4141
C -2.4993 5.6885 1.6164
F -2.6343 5.8548 2.9438
C -1.6274 4.7542 1.0764
P -0.7254 3.2964 1.9418
C 0.8676 4.2090 2.1854
C 0.8966 5.5782 2.4631
C 2.0978 6.2555 2.6036
C 3.2999 5.5727 2.4646
C 3.2824 4.2136 2.1979
C 2.0780 3.5309 2.0630
C -1.5080 3.4304 3.5908
C -2.8383 3.0309 3.6939
C -3.5031 3.0861 4.9076
C -2.8347 3.5210 6.0446
C -1.5005 3.8869 5.9564
C -0.8397 3.8410 4.7373
C -1.5101 4.7798 -0.3205
Br -0.2501 3.6862 -1.2145
C -2.2488 5.6409 -1.1100
F -2.1309 5.6575 -2.4447
H -0.0290 6.1261 2.5890
H 2.0926 7.3170 2.8240
H 4.2414 6.0994 2.5711
H 4.2071 3.6576 2.0987
H 2.1167 2.4590 1.8875
H -3.3550 2.6653 2.8120
H -4.5382 2.7716 4.9712
H -3.3451 3.5476 7.0001
H -0.9620 4.1934 6.8452
H 0.2051 4.1180 4.6822
Br 1.1547 -1.5025 7.1224
C 1.6472 -0.8302 5.4159
C 2.9068 -1.0581 4.9039
Br 4.2010 -2.0169 5.9148
C 3.2281 -0.5710 3.6290
Br 4.9159 -0.9389 2.8295
C 2.3342 0.1589 2.8181
O 2.6042 0.5103 1.6229
C 1.0339 0.4929 3.4155
O 0.1903 1.2022 2.7316
C 0.7299 -0.0767 4.6559
Br -1.0607 0.1421 5.2561
C 5.0159 2.1731 -2.1032
N 4.2228 1.5080 -3.1154
C 4.8907 0.4400 -3.8253
C 4.0599 -0.0184 -5.0060
C 2.6686 -0.3499 -4.5094
N 2.0988 0.7922 -3.8288
C 0.6692 0.7115 -3.5562
C 2.8455 1.6254 -3.0411
O 2.3312 2.4620 -2.3044
H 5.8489 2.7097 -2.5676
H 5.4215 1.4495 -1.3878
H 4.3853 2.8749 -1.5674
H 5.0867 -0.4084 -3.1527
H 5.8643 0.8126 -4.1596
H 4.5191 -0.8926 -5.4710
H 4.0044 0.7798 -5.7505
H 2.7039 -1.2208 -3.8424
H 2.0040 -0.6107 -5.3364
H 0.1032 0.6336 -4.4885
H 0.3716 1.6211 -3.0480
H 0.4371 -0.1426 -2.9055
N -0.5667 -1.2342 -1.3183
P -1.0495 -2.6607 -1.1878
N -2.1532 -3.1822 -2.3954
C -2.6218 -2.1324 -3.2992
C -3.7363 -2.6706 -4.1861
C -3.2168 -3.7911 -5.0972
C -2.1540 -4.6363 -4.3709
C -2.3383 -4.5442 -2.8582
N 0.0873 -3.9698 -1.2556
C 0.7480 -4.2704 0.0233
C 2.0413 -5.0360 -0.2103
C 3.0559 -4.1529 -0.9446
C 2.3497 -3.2697 -1.9891
C 1.0047 -3.8681 -2.3910
N -1.8419 -3.1107 0.2607
C -3.0248 -3.9557 0.2643
C -3.5930 -4.0720 1.6743
C -3.9959 -2.7017 2.2374
C -2.9898 -1.6084 1.8271
C -1.6697 -2.2444 1.4209
H -1.8033 -1.7468 -3.9270
H -2.9641 -1.2794 -2.7127
H -4.1624 -1.8589 -4.7810
H -4.5395 -3.0496 -3.5469
H -2.7859 -3.3555 -6.0035
H -4.0500 -4.4227 -5.4207
H -1.1530 -4.2671 -4.6088
H -2.1969 -5.6796 -4.6967
H -1.6177 -5.1776 -2.3418
H -3.3431 -4.9246 -2.6017
H 0.0647 -4.8465 0.6502
H 0.9886 -3.3525 0.5830
H 1.8200 -5.9345 -0.7965
H 2.4471 -5.3710 0.7468
H 3.8179 -4.7792 -1.4192
H 3.5731 -3.5185 -0.2212
H 2.9860 -3.1421 -2.8705
H 2.1445 -2.2769 -1.5809
H 1.1578 -4.8585 -2.8485
H 0.5329 -3.2344 -3.1476
H -2.7772 -4.9559 -0.1150
H -3.8051 -3.5589 -0.4051
H -2.8387 -4.5296 2.3200
H -4.4516 -4.7498 1.6639
H -4.0559 -2.7666 3.3272
H -4.9987 -2.4414 1.8845
H -2.8309 -0.8934 2.6372
H -3.3596 -1.0507 0.9622
H -1.2428 -2.7976 2.2699
H -0.9434 -1.4867 1.1418
```

=====

Result set for strongest force on any atom: 0.75, 1.46, 0.89 eV Å⁻¹, one per record in the order listed.
Result set for gap between HOMO and LUMO: 8.351, 6.852, 4.753 eV, one per record in the order listed.
Result set for energy: -1433.17504, -4333.31318, -16276.65392 Eh, one per record in the order listed.